(1)
{
  "formula": "C25H50N3O4",
  "method": "ωB97M-V/def2-TZVPD",
  "multiplicity": 3,
  "charge": -1,
  "energy_ha": -1447.4873,
  "homo_energy_ha": [-0.06047, -0.06045],
  "s2": 2.008,
  "max_force_ev_per_a": 4.84,
  "gap_ev": [3.627, 3.008],
  "relative_energy_kcal_mol": 84.3,
  "symbols": ["C", "C", "C", "H", "H", "O", "H", "H", "H", "H", "H", "H", "H", "C", "C", "C", "N", "C", "H", "H", "O", "C", "H", "H", "C", "C", "H", "N", "C", "H", "H", "H", "H", "C", "H", "H", "H", "H", "C", "C", "H", "C", "H", "C", "C", "H", "C", "C", "H", "C", "H", "H", "H", "H", "H", "H", "O", "C", "H", "C", "C", "H", "H", "H", "H", "H", "H", "H", "H", "H", "H", "C", "H", "H", "H", "H", "H", "O", "H", "C", "H", "N"],
  "positions_angstrom": [[-3.57066, -0.19013, -1.34629], [6.87948, -2.64530, -3.99567], [-2.23431, 1.04010, 6.26942], [-1.77147, 0.61570, 0.67565], [-2.12736, 0.01417, 6.63957], [0.81533, -1.78336, -0.92808], [-4.61300, 0.09352, -3.34304], [-3.49557, 4.99397, 6.37497], [4.13156, -3.25834, -3.63325], [5.33045, 0.32637, -1.53757], [3.61905, -0.01178, -1.83335], [-4.41755, 5.47066, 4.42539], [4.49167, -2.33952, -7.06286], [4.43093, -2.23843, -5.97753], [-4.39861, 0.56551, 5.08097], [5.40194, -1.14987, -5.45846], [0.13817, -2.95073, -1.08792], [4.60667, -0.46622, -1.72645], [-5.03325, -0.28940, 0.29157], [-5.60001, -0.66513, -2.05683], [5.46470, 0.62332, -4.03994], [-3.77070, 3.43574, 4.84477], [1.13014, 0.02072, -1.90119], [-2.15302, -1.10045, -2.74169], [5.49072, -0.14093, -6.61662], [-4.56989, -0.61402, -2.48940], [-4.45173, -1.89285, -0.32909], [-2.86170, 2.40171, 4.28875], [-5.21371, 2.93208, 5.04033], [-1.23078, 1.46347, 6.18579], [7.09168, -2.33850, -6.11460], [3.86240, -2.90883, -1.95754], [-2.15863, -1.90395, -1.14053], [-0.94647, -0.01991, -1.29493], [5.81492, -0.64254, -7.53136], [-0.58250, -0.72547, 0.80476], [-2.12373, 3.91469, 6.21134], [-2.81333, 5.08749, 3.78533], [-2.94985, 1.05464, 4.90048], [-4.13642, -0.86498, -0.01724], [-3.48016, 0.90597, -1.21236], [-3.81583, 4.68528, 3.95236], [-4.83134, 0.32187, 4.10495], [4.96033, -1.31221, -2.96237], [-0.82897, 0.20755, 0.25065], [-5.01439, 1.70369, 6.81664], [6.36341, -1.90565, -2.76471], [0.34251, -0.76432, -1.83988], [7.07210, -1.10789, -2.51658], [-5.29268, 1.59268, 5.76229], [-4.31282, -1.65675, -2.79195], [7.91803, -2.94494, -3.83217], [-2.64937, -0.16081, 3.09975], [-3.33767, -0.89603, 0.74802], [3.39379, -1.98759, -5.74699], [7.53665, -0.95762, -5.13559], [-3.16219, 2.26176, 2.91276], [-2.18635, 0.01656, 4.07096], [-1.15197, 0.33375, 3.90749], [3.91336, -2.44520, -2.94454], [-2.19058, -0.90854, -1.63844], [4.64611, -3.22971, -5.58002], [6.21741, 0.65119, -6.43027], [6.36191, -2.58619, -1.90903], [-6.32840, 1.23634, 5.75983], [0.02495, 0.90675, 0.41340], [-3.59520, 3.39674, 7.05718], [-2.76813, 1.57639, 7.05216], [-4.27566, 4.48961, 2.98255], [-2.15693, -0.95055, 4.58667], [6.31816, -3.57239, -4.14647], [6.79596, -1.75853, -5.23545], [-5.79939, 3.67592, 5.59617], [4.58547, -1.09208, -0.83192], [0.07219, -1.18871, -2.82977], [4.52093, 0.32013, -6.81521], [2.91622, -2.06223, -3.17234], [0.22520, -3.58824, -0.09511], [-4.41295, -0.36645, 5.66088], [-3.21498, 3.95056, 6.19666], [-5.70188, 2.82663, 4.06591], [4.84756, -0.52994, -4.22382]]
}


(2)
{
  "formula": "C11H13AsAuBN3O2S",
  "method": "ωB97M-V/def2-TZVPD",
  "charge": -1,
  "energy_ha": -3536.3934,
  "homo_energy_ha": -0.20477,
  "max_force_ev_per_a": 0.38,
  "gap_ev": 8.381,
  "symbols": ["C", "H", "H", "H", "C", "H", "H", "H", "H", "C", "C", "O", "As", "C", "H", "O", "S", "H", "C", "C", "N", "C", "H", "C", "B", "C", "C", "N", "Au", "H", "H", "H", "N"],
  "positions_angstrom": [[4.34520, -0.99147, -1.52186], [6.29658, -1.77547, -1.92935], [7.18957, -1.32538, 0.30885], [-4.56747, -2.99732, -0.12292], [-4.20798, -2.22515, -0.80156], [-2.00232, -0.42594, -2.13080], [-3.81020, -2.70028, -1.69687], [-3.22175, 0.68633, -1.43653], [-5.01885, -1.54623, -1.06502], [-2.45472, 3.01799, 0.95449], [3.57387, -0.40775, -0.53977], [3.11525, 0.43361, 1.48787], [-2.76313, -1.26628, 0.07694], [4.08187, -0.15211, 0.73179], [-3.02061, 0.31793, 2.01484], [2.28558, 0.01470, -0.59855], [-1.23581, -2.55500, 0.63351], [-1.53335, 0.72323, -0.85567], [-3.24772, 4.91364, -0.02718], [5.65813, -1.31614, -1.18534], [-1.72385, 2.29729, 1.52159], [6.16431, -1.06096, 0.08296], [3.94114, -1.18487, -2.50623], [-2.33400, 0.08904, -1.22971], [1.96773, 0.56297, 0.66880], [-3.68021, -0.40316, 1.53972], [5.37914, -0.46950, 1.07149], [-3.39426, 3.67205, 0.38405], [0.19993, 1.42549, 1.12926], [-4.57110, 0.10070, 1.16407], [-3.95774, -1.18762, 2.24325], [5.76243, -0.26515, 2.06193], [-3.21562, 6.00080, -0.42805]]
}


(3)
{
  "formula": "C38H33Br5LuN5O6Se2",
  "method": "ωB97M-V/def2-TZVPD",
  "charge": -2,
  "energy_ha": -21101.5737,
  "homo_energy_ha": -0.04109,
  "max_force_ev_per_a": 3.14,
  "gap_ev": 4.123,
  "relative_energy_kcal_mol": 73.2,
  "symbols": ["O", "H", "H", "H", "Se", "H", "C", "H", "H", "C", "C", "Br", "C", "H", "H", "H", "H", "C", "H", "H", "H", "C", "Se", "O", "Br", "C", "C", "O", "C", "C", "C", "H", "C", "C", "C", "H", "C", "N", "H", "H", "C", "C", "H", "Br", "H", "C", "Br", "Lu", "N", "C", "H", "C", "H", "C", "C", "H", "H", "H", "C", "Br", "H", "O", "C", "C", "H", "O", "H", "C", "C", "C", "N", "C", "H", "N", "N", "O", "C", "C", "H", "C", "C", "C", "H", "C", "C", "C", "H", "H", "C", "H"],
  "positions_angstrom": [[2.73931, -0.64986, 1.17245], [6.65106, -1.33338, 5.11240], [4.31013, 2.16005, 1.94266], [-3.41733, 8.22972, 2.69803], [-1.38731, -5.61736, 2.24330], [-4.22197, -3.03156, -3.56316], [0.09534, 3.22278, -4.14370], [-3.33529, -5.65382, 0.64424], [2.60304, -2.82208, 5.20956], [-1.88104, 6.23031, 0.44115], [3.79557, 0.05878, 1.65598], [-0.95533, -0.51424, 0.58054], [-0.84055, 5.98864, 2.67770], [0.03372, 3.73997, -5.15070], [-1.68033, 7.16395, 4.26709], [2.13884, 3.88646, -3.68145], [-5.99090, -6.63037, 1.41642], [-4.07192, -4.21279, 2.05529], [2.27484, -1.75504, 2.89737], [-5.85335, -4.76955, 3.13437], [3.10208, 4.07670, 1.85878], [-0.07155, 4.53172, 0.80848], [-2.16066, -4.51410, 4.24562], [3.44529, 0.58053, -1.41573], [6.46800, 0.52884, -2.19196], [-4.74808, -3.02214, 1.27951], [-2.74987, -0.07992, -4.36943], [6.63265, -0.35824, 2.92955], [-0.81336, 1.64240, -2.56445], [3.33992, -2.15125, 4.70895], [4.56838, -1.93966, 5.32991], [4.63857, 0.06894, 0.95623], [-3.05506, 1.32870, -4.60828], [-0.90761, 5.66553, 1.29964], [2.29388, 3.43111, 1.43227], [-3.98613, -2.26385, 0.94515], [5.14596, -0.77384, -2.54887], [3.51301, 1.51988, 1.88989], [2.09811, 2.75187, -1.39170], [-5.29271, -2.47793, 2.05730], [-5.12056, -5.24703, 2.47883], [-3.46794, -2.30793, -3.82519], [-4.18362, -3.12054, 3.96805], [6.72539, -1.83927, -4.66426], [-3.57565, 7.54349, 0.41329], [2.81736, -1.53888, -2.23814], [4.66995, -4.45156, -4.59748], [1.59651, 0.25986, -0.35138], [0.29235, 1.83239, -1.73492], [5.31200, -1.83816, -3.42585], [-2.10471, 3.03774, -5.42246], [3.21014, -1.59859, 3.47158], [0.01301, 5.63357, 3.27114], [5.63862, -1.27001, 4.76284], [-2.06329, 2.24076, -4.66166], [-0.48508, 4.13404, -0.09144], [-5.88057, -4.23851, 0.21497], [4.77502, -2.45415, 6.27030], [4.33924, -2.83027, -3.59369], [1.64647, -3.87436, -3.36214], [-4.76670, -0.63977, -3.78176], [1.64465, -1.30296, -1.70027], [-2.71204, 7.47920, 2.36768], [1.26710, 2.64206, -2.14482], [-2.90906, -2.52343, 2.94992], [-5.78578, -5.69751, 1.27296], [-4.09678, 1.59536, -4.89467], [5.43306, -0.67778, 3.50769], [1.05389, 4.01634, 1.30763], [-1.35726, -1.87932, -4.46262], [-1.47235, -0.55955, -4.59303], [-2.94525, -4.83726, 1.26448], [-1.95605, 5.97431, -0.60801], [-2.23935, -2.74828, -4.07693], [2.57639, 2.14293, 1.05588], [-5.59093, -3.28550, 0.17056], [1.26581, 3.32752, -3.35503], [-2.75125, 7.15393, 0.99101], [6.49191, 0.28033, 2.17572], [-0.92895, 2.33228, -3.75467], [-3.42793, -3.41629, 3.21434], [-3.77420, -0.97778, -3.98875], [-2.39388, -4.11695, 0.64800], [3.78858, -0.54130, -2.06723], [4.14862, -0.67702, 2.92599], [3.10440, -2.70129, -2.99804], [-0.32710, -2.30628, -4.60745], [-1.48347, 0.87725, -2.17231], [-1.72530, 6.90398, 3.22060], [-4.75279, -6.14566, 2.99035]]
}


(4)
{
  "formula": "C8H9N2S3",
  "method": "ωB97M-V/def2-TZVPD",
  "charge": 1,
  "energy_ha": -1613.8991,
  "homo_energy_ha": [-0.42702, -0.42236],
  "max_force_ev_per_a": 1.40,
  "gap_ev": [6.526, 6.281],
  "relative_energy_kcal_mol": 79.0,
  "symbols": ["H", "H", "H", "C", "C", "C", "S", "C", "S", "H", "S", "H", "N", "H", "N", "H", "C", "C", "H", "C", "C", "H"],
  "positions_angstrom": [[-1.44503, 2.59019, 0.14492], [0.85673, 2.62836, 1.87993], [3.27936, 1.95103, 1.07745], [-1.77668, 1.56011, 0.24892], [1.14826, 1.68143, 1.46302], [-0.49718, -2.91991, -1.66203], [1.99721, -0.13485, -2.02297], [-1.20167, 0.91165, 1.50572], [-0.29871, -3.03800, 0.01832], [-0.33312, -2.15043, -3.60812], [2.47166, -0.27263, 0.46487], [-1.37784, 1.53993, 2.37951], [0.91610, -1.10772, -2.45841], [-1.46103, 1.01132, -0.63450], [0.22504, 0.69883, 1.35971], [-1.65809, -0.06663, 1.66873], [0.03322, -2.01563, -2.59103], [0.69716, -0.47920, 0.83563], [-1.10024, -3.73136, -2.03864], [-0.00218, -1.56783, 0.63170], [2.38860, 1.35979, 1.04688], [-2.86158, 1.55155, 0.29038]]
}


(5)
{
  "formula": "C29H34BFeNO5S",
  "method": "ωB97M-V/def2-TZVPD",
  "multiplicity": 5,
  "charge": 2,
  "energy_ha": -3242.4883,
  "homo_energy_ha": [-0.46963, -0.48922],
  "s2": 6.076,
  "max_force_ev_per_a": 6.00,
  "gap_ev": [7.052, 5.279],
  "relative_energy_kcal_mol": 0.0,
  "symbols": ["H", "O", "C", "C", "C", "C", "C", "O", "C", "H", "H", "N", "Fe", "H", "H", "C", "H", "B", "H", "H", "H", "C", "C", "C", "H", "C", "H", "C", "O", "C", "C", "C", "H", "C", "H", "O", "C", "H", "C", "H", "H", "H", "S", "H", "H", "H", "H", "H", "H", "H", "H", "H", "C", "H", "C", "H", "H", "C", "C", "C", "C", "H", "H", "C", "C", "H", "H", "C", "C", "O", "H", "C"],
  "positions_angstrom": [[-2.89254, -1.49140, -3.97438], [-6.01552, -2.34780, -0.18042], [0.43131, 1.51514, 0.61310], [-2.36170, 1.83204, 0.66023], [-5.03175, -2.75630, -0.64628], [-0.93916, -3.03809, -0.89514], [2.86186, -0.62912, 1.54768], [2.44401, 0.46414, -0.51759], [-2.70771, -2.17794, -3.14084], [-3.68286, 3.34447, -0.92883], [-3.99980, 0.79583, 2.36663], [-3.72005, 2.02340, 0.68892], [-3.64241, -3.59977, -1.41138], [-5.40126, 0.92005, 1.27133], [5.50488, -0.63803, 0.25837], [-0.25389, 1.42967, 1.81755], [0.89713, -1.27195, 0.86546], [2.07701, 1.26572, 0.61696], [4.99303, 0.42910, -1.07202], [4.78655, -0.37704, 2.49220], [4.94796, 6.72291, 0.60058], [1.62710, -1.53162, 1.64600], [-2.85418, -1.70726, -1.81899], [3.28224, -1.74796, -0.81930], [0.28569, 1.82993, -1.51582], [3.77276, 4.60733, -0.48871], [0.28444, 1.26172, 2.75012], [2.79958, 2.70164, 0.44772], [-5.58262, -5.43588, -2.62440], [3.36230, -0.46881, 0.00514], [3.94576, -1.07727, 2.51182], [-2.14036, -4.48570, -2.41438], [2.81674, 3.00683, -1.70509], [-4.40545, 2.84854, -0.27752], [-3.41038, -0.78050, -1.63001], [2.48361, 0.68895, 1.87152], [-2.70203, -3.55402, -3.34934], [1.91569, -2.58763, 1.54845], [-0.25104, 1.76124, -0.57052], [3.92960, -2.51527, -0.37925], [5.47632, 5.82524, 2.04818], [-2.32525, -1.82356, 0.26366], [3.43262, 3.54083, 1.82863], [-2.16097, 2.12970, -1.49732], [4.30240, -2.07697, 2.24142], [3.89381, 6.62935, 2.02917], [-5.09818, 2.25290, -0.88824], [-2.16119, 1.47028, 2.80570], [2.25632, -2.12984, -0.87323], [-0.09380, -4.83377, -1.72394], [-0.05626, -2.73904, -0.32319], [-3.08571, -3.96856, -4.28877], [-1.64228, 1.55444, 1.85096], [4.85600, 0.99835, 0.60710], [3.08981, 3.36306, -0.72000], [-5.00452, 2.27554, 2.33830], [1.13548, -1.38904, 2.61814], [4.61826, 6.07929, 1.41906], [-3.61645, -4.76147, -0.07331], [-1.63701, 1.93623, -0.55889], [4.76904, 0.11799, -0.04477], [3.53312, -1.11932, 3.52542], [3.63413, -1.54158, -1.83661], [-2.15498, -2.28427, -0.72184], [-0.94303, -4.14287, -1.68141], [-2.32653, -5.55219, -2.59538], [-5.00716, 3.61223, 0.23676], [4.00472, 4.86390, 0.84629], [-4.56608, 1.47537, 1.72361], [-3.84569, -5.59575, 0.69988], [4.07901, 5.28673, -1.28000], [-4.81052, -4.68249, -2.19496]]
}


Q: Which formula does entry 4 have?
A: C8H9N2S3